The following is a quantum chemistry calculation of C28H31Cl3O2PdSi as an isolated structure, from OMol25.

Positions of all 66 atoms, in Å:
C  -0.74716  0.71608  -3.69593
C  -0.88427  -0.61310  -4.12616
C  0.45528  -1.15659  -4.34815
C  -2.11745  -1.25160  -4.58423
C  1.39600  -0.23738  -3.90926
C  0.69942  0.98684  -3.52072
C  1.28669  2.22682  -3.38694
C  -1.80182  1.73030  -3.61413
C  0.72508  -2.49545  -4.86142
C  2.84986  -0.36969  -3.90475
Pd  -0.93426  -1.16296  -1.57470
Cl  -1.79319  -3.16243  -2.20774
Cl  -3.05448  -0.00387  -1.46437
Cl  1.26960  -1.84930  -1.42431
H  -2.99674  -0.60499  -4.50051
H  -2.31668  -2.09145  -3.85049
H  -2.02136  -1.73318  -5.56540
H  0.09880  -3.22958  -4.34594
H  1.76826  -2.77153  -4.68555
H  0.52081  -2.58924  -5.93072
H  3.14269  -1.10285  -3.15307
H  3.34094  0.57074  -3.66602
H  3.24341  -0.75417  -4.83914
H  2.37227  2.30278  -3.27967
H  0.52846  2.84857  -1.34300
H  0.64192  3.11500  -3.49855
H  -2.65544  1.38279  -2.96998
H  -2.20056  1.87577  -4.63544
H  -1.42607  2.68182  -3.20589
O  -0.09908  3.02323  -0.60272
H  -0.15544  2.07461  -0.27764
O  -0.25075  0.26340  0.30531
Si  -0.03481  0.12759  1.89171
C  -1.63710  0.52018  2.79641
C  -1.86667  0.28121  4.14971
C  -3.12863  0.53877  4.69946
C  -4.15098  1.04303  3.89303
C  -3.91259  1.30335  2.53745
C  -2.65346  1.03500  1.98878
C  0.42269  -1.60030  2.42422
C  1.64374  -2.13752  1.98968
C  2.07851  -3.41339  2.38748
C  1.25287  -4.21627  3.19851
C  -0.00236  -3.71801  3.59233
C  -0.42030  -2.43369  3.17595
C  1.20276  1.34244  2.69441
C  2.53740  1.31651  2.24563
C  3.46646  2.28153  2.67422
C  3.07761  3.26594  3.58907
C  1.79059  3.23595  4.12876
C  0.87060  2.25647  3.71319
H  -1.07246  -0.11907  4.77446
H  -3.30456  0.32794  5.75125
H  -5.13688  1.25013  4.31904
H  -4.69952  1.69190  1.88676
H  -2.48072  1.19947  0.92238
H  2.26238  -1.57823  1.28892
H  3.04872  -3.80469  2.04499
H  1.58577  -5.21572  3.52869
H  -0.67133  -4.34703  4.20547
H  -1.42670  -2.10338  3.44770
H  2.84635  0.55221  1.51358
H  4.48611  2.26698  2.27611
H  3.78841  4.02574  3.90787
H  1.48521  3.97647  4.87185
H  -0.13184  2.22911  4.15815

Properties
Orbital gap (spin up / spin down) (eV): 5.334 / 6.438
E_HOMO (spin up / spin down) (eV): -0.54 / -2.72
Spin multiplicity: 5
DFT total energy (eV): -82560.88627
Total charge: -2
⟨S²⟩: 6.030

The following is a quantum chemistry calculation of C6H25BeN12O7 as an isolated structure, from OMol25.

Positions of all 51 atoms, in Å:
Be  -7.56855  15.49643  25.16135
O  -6.09899  17.19831  24.50762
H  -5.94891  17.78977  23.76682
C  -7.44555  20.74991  22.97113
O  -8.16748  20.30488  22.08423
N  -7.30098  20.05600  24.14965
N  -6.79851  21.94650  22.97727
H  -7.43940  19.05595  24.16004
H  -6.54840  20.27373  24.79029
H  -6.91104  22.45554  22.11743
H  -6.16146  22.20312  23.70412
C  -3.63678  20.15919  25.04092
O  -4.59185  20.70266  25.60444
N  -3.67405  18.91290  24.48321
N  -2.43397  20.80647  24.89984
H  -2.86877  18.53097  24.02657
H  -4.57099  18.43297  24.50397
H  -2.23963  21.69218  25.32412
H  -1.67840  20.21731  24.59971
C  -4.38674  14.75928  26.19981
O  -5.46340  14.31315  25.78297
N  -3.90521  15.97392  25.84972
N  -3.59649  14.08768  27.10381
H  -3.06870  16.38423  26.21779
H  -4.50009  16.55286  25.25920
H  -2.66702  14.45769  27.20129
H  -3.67125  13.08886  27.19120
C  -5.95806  14.64170  22.30373
O  -6.49098  14.25578  23.34897
N  -5.88501  13.77833  21.22418
N  -5.51811  15.87579  21.97622
H  -6.25357  12.85153  21.32886
H  -5.49881  14.09863  20.35982
H  -5.01650  15.99760  21.12148
H  -5.72444  16.58983  22.65353
C  -8.72144  16.72619  21.92875
O  -8.48922  16.61980  23.14583
N  -9.22007  17.88545  21.38480
N  -8.94546  15.64106  21.12937
H  -9.11966  18.83525  21.76000
H  -9.21892  17.80324  20.38106
H  -9.27345  15.64693  20.18535
H  -8.78113  14.76529  21.59740
C  -6.64876  17.59965  27.67398
O  -7.30347  16.60094  27.29429
N  -6.76957  18.03713  28.96477
N  -6.00605  18.45066  26.84343
H  -6.08805  18.72876  29.21113
H  -7.40892  17.57061  29.57841
H  -5.85666  18.08298  25.90249
H  -5.31558  19.09056  27.19809

Properties
Orbital gap (eV): 6.814
Relative energy (zero: lowest compared OMol25 entry of this formula, charge and spin) (kJ/mol): 322.1
E_HOMO (eV): -11.95
DFT total energy (eV): -39241.51142
Total charge: +1

The following is a quantum chemistry calculation of the molecule C4H8N2O, from OMol25.

Positions of all 15 atoms, in Å:
C  -1.45342  1.70776  0.55161
C  -0.68010  0.65694  0.49837
N  -0.64138  -0.84889  0.37571
N  -0.89729  -1.68064  -0.71514
C  0.56464  -0.06180  0.43663
C  1.48499  0.08581  -0.75374
O  1.31402  -0.09206  1.70262
H  -1.08173  2.64932  0.92154
H  -2.49166  1.66550  0.25923
H  -1.69722  -2.26787  -0.50534
H  -1.01724  -1.17820  -1.59332
H  2.17261  0.90807  -0.57198
H  0.92282  0.30930  -1.65855
H  2.04493  -0.83815  -0.89440
H  1.45602  -1.01509  1.94675

Properties
Orbital gap (eV): 10.171
Relative energy (zero: lowest compared OMol25 entry of this formula, charge and spin) (kJ/mol): 421.9
E_HOMO (eV): -9.24
DFT total energy (eV): -9302.02054
Total charge: 0
Structure (SMILES): C=C1N(N)[C@]1(C)O